Computed, not measured: a cluster of 2 separate species, C4H5N3 in total, with ωB97M-V/def2-TZVPD.

## Properties
Energy relative to the best compared isomer or geometry (same formula, charge and spin) (kJ/mol): 453.1
SMILES string: C1=C=NC=NC=1.N
Largest force on an atom (eV/Å): 0.68
DFT total energy (hartree): -319.5396
LUMO energy (eV): 0.14
Kohn-Sham gap (eV): 8.8
E_HOMO (eV): -8.6446

Geometry as ORCA input:
```
! wB97M-V def2-TZVPD RIJCOSX def2/J DEFGRID3
* xyz 0 1
N -2.518 0.524 -0.041
C -0.023 0.219 0.028
C 0.874 1.076 0.180
N 2.180 1.063 0.240
C 2.520 -0.254 0.090
N 1.707 -1.291 -0.084
C 0.374 -1.092 -0.122
H -2.757 0.758 -0.999
H -3.293 0.030 0.382
H -2.377 1.392 0.465
H 3.584 -0.464 0.124
H -0.270 -1.960 -0.263
*
```